15 unconnected molecules or ions with the total composition C6H41NO14 at a distorted geometry, computed with ωB97M-V/def2-TZVPD.

- spin multiplicity = 1
- M (g/mol) = 351.387
- net charge = 0
- orbital gap (eV) = 9.03
- HOMO level (eV) = -9.098
- energy relative to the best compared isomer or geometry (same formula, charge and spin) (kJ/mol) = 258.0
- lowest unoccupied orbital energy (eV) = -0.06

Last columns: bonded neighbours and bond lengths (Å).
Cartesian coordinates (Å):
1 C 0.032 1.538 -1.164  C2 1.516, H8 1.090, H9 1.092, H10 1.094
2 C -0.070 1.534 0.348  C1 1.516, N3 1.458, H11 1.100, H12 1.103
3 N 0.007 0.187 0.898  C2 1.458, C4 1.487, C7 1.468
4 C 1.397 -0.091 1.348  N3 1.487, C5 1.497, H13 1.103, H14 1.092
5 C 1.286 -1.403 2.061  C4 1.497, C6 1.561, H15 1.080, H16 1.090
6 C -0.122 -1.305 2.729  C5 1.561, C7 1.557, H17 1.085, H18 1.087
7 C -0.715 0.019 2.165  N3 1.468, C6 1.557, H19 1.096, H20 1.103
8 H -0.289 0.587 -1.588  C1 1.090
9 H 1.013 1.633 -1.634  C1 1.092
10 H -0.558 2.333 -1.630  C1 1.094
11 H 0.590 2.254 0.854  C2 1.100
12 H -1.031 2.006 0.614  C2 1.103
13 H 1.694 0.680 2.079  C4 1.103
14 H 2.157 -0.007 0.567  C4 1.092
15 H 1.304 -2.230 1.367  C5 1.080
16 H 2.053 -1.519 2.827  C5 1.090
17 H -0.056 -1.382 3.809  C6 1.085
18 H -0.680 -2.176 2.395  C6 1.087
19 H -1.802 -0.100 2.079  C7 1.096
20 H -0.449 0.813 2.882  C7 1.103
21 H 3.578 1.453 -0.649  O23 0.952
22 H 4.060 -0.075 -0.880  O23 0.978
23 O 4.002 0.689 -0.272  H21 0.952, H22 0.978
24 H 0.963 -2.299 -4.241  O26 0.958
25 H 0.697 -2.130 -2.678  O26 0.965
26 O 1.344 -2.071 -3.392  H24 0.958, H25 0.965
27 H -2.465 3.430 1.744  O29 0.978
28 H -1.943 2.875 3.022  O29 0.966
29 O -1.845 3.658 2.465  H27 0.978, H28 0.966
30 H 3.700 1.073 -2.543  O32 0.950
31 H 3.224 2.318 -3.499  O32 0.956
32 O 3.560 1.426 -3.414  H30 0.950, H31 0.956
33 H -0.329 -4.390 1.144  O35 0.963
34 H 1.250 -4.628 1.066  O35 0.950
35 O 0.470 -4.338 0.608  H33 0.963, H34 0.950
36 H 1.118 4.588 0.553  O38 0.975
37 H 1.898 3.873 -0.522  O38 0.962
38 O 1.444 4.706 -0.359  H36 0.975, H37 0.962
39 H -0.170 -3.164 -0.590  O41 0.983
40 H -0.096 -1.730 -0.239  O41 0.946
41 O -0.385 -2.277 -0.954  H39 0.983, H40 0.946
42 H -1.750 -1.669 -1.794  O44 0.970
43 H -2.363 -0.360 -2.510  O44 0.957
44 O -2.535 -1.125 -1.963  H42 0.970, H43 0.957
45 H -3.416 -3.600 1.429  O47 0.967
46 H -3.102 -2.343 2.027  O47 0.968
47 O -2.715 -3.230 1.983  H45 0.967, H46 0.968
48 H 2.602 -1.110 -2.752  O50 0.987
49 H 3.725 -1.964 -2.237  O50 0.959
50 O 3.502 -1.038 -2.355  H48 0.987, H49 0.959
51 H -2.026 -3.711 -1.665  O53 0.958
52 H -3.529 -3.809 -1.522  O53 0.959
53 O -2.766 -4.291 -1.848  H51 0.958, H52 0.959
54 H -2.278 3.164 -0.801  O56 0.953
55 H -3.684 3.258 -0.010  O56 0.956
56 O -2.772 2.972 -0.009  H54 0.953, H55 0.956
57 H -2.925 1.011 0.429  O59 0.965
58 H -2.978 -0.369 -0.187  O59 0.964
59 O -3.191 0.105 0.625  H57 0.965, H58 0.964
60 H 0.748 4.736 3.161  O62 0.963
61 H -0.275 4.362 2.148  O62 0.984
62 O 0.699 4.340 2.284  H60 0.963, H61 0.984

These are the natural (NBO) partial charges, in e, on atoms 1 to 2: -0.620 -0.262

=====

3 unconnected molecules or ions with the total composition C25H41N3O4S at a distorted geometry, computed with ωB97M-V/def2-TZVPD.

- SMILES = CCOCCOCc1ccc2c(c1)Sc1ccccc1N2.COC[C@@H](C)N.COC[C@@H](C)N
- spin multiplicity = 1
- M (g/mol) = 479.687
- net charge = 0
- orbital gap (eV) = 8.88
- HOMO level (eV) = -8.210
- energy relative to the best compared isomer or geometry (same formula, charge and spin) (kJ/mol) = 63.5
- lowest unoccupied orbital energy (eV) = 0.67

Last columns: bonded neighbours and bond lengths (Å).
Cartesian coordinates (Å):
1 C 5.643 -3.122 -2.841  C2 1.583, H22 1.125, H23 1.125, H24 1.127
2 C 4.977 -1.839 -2.196  C1 1.583, O3 1.443, H25 1.131, H26 1.131
3 O 4.205 -1.087 -3.155  C2 1.443, C4 1.438
4 C 4.491 0.318 -3.041  O3 1.438, C5 1.568, H27 1.129, H28 1.131
5 C 3.382 1.242 -3.654  C4 1.568, O6 1.450, H29 1.132, H30 1.121
6 O 2.687 1.945 -2.594  C5 1.450, C7 1.427
7 C 1.292 1.643 -2.602  O6 1.427, C8 1.572, H31 1.131, H32 1.129
8 C 1.083 0.152 -2.148  C7 1.572, C9 1.455, C13 1.480
9 C 1.632 -0.432 -0.933  C8 1.455, C10 1.478, H33 1.122
10 C 1.398 -1.850 -0.586  C9 1.478, C11 1.472, H34 1.122
11 C 0.625 -2.730 -1.477  C10 1.472, C12 1.487, N21 1.449
12 C 0.085 -2.107 -2.715  C11 1.487, C13 1.455, S14 1.836
13 C 0.291 -0.708 -3.056  C8 1.480, C12 1.455, H35 1.120
14 S -0.843 -3.258 -3.802  C12 1.836, C15 1.836
15 C 0.181 -4.774 -3.639  S14 1.836, C16 1.459, C20 1.484
16 C 0.489 -5.669 -4.749  C15 1.459, C17 1.462, H36 1.113
17 C 1.349 -6.820 -4.479  C16 1.462, C18 1.477, H37 1.118
18 C 1.890 -7.079 -3.130  C17 1.477, C19 1.474, H38 1.121
19 C 1.569 -6.176 -2.010  C18 1.474, C20 1.469, H39 1.112
20 C 0.707 -5.016 -2.272  C15 1.484, C19 1.469, N21 1.458
21 N 0.383 -4.125 -1.165  C11 1.449, C20 1.458, H40 1.032
22 H 5.446 -4.037 -2.217  C1 1.125
23 H 5.212 -3.338 -3.857  C1 1.125
24 H 6.758 -3.027 -2.968  C1 1.127
25 H 5.816 -1.218 -1.761  C2 1.131
26 H 4.283 -2.197 -1.378  C2 1.131
27 H 4.554 0.557 -1.939  C4 1.129
28 H 5.518 0.495 -3.482  C4 1.131
29 H 3.920 2.053 -4.233  C5 1.132
30 H 2.691 0.725 -4.369  C5 1.121
31 H 0.798 1.863 -3.596  C7 1.131
32 H 0.739 2.275 -1.848  C7 1.129
33 H 2.250 0.215 -0.256  C9 1.122
34 H 1.840 -2.278 0.352  C10 1.122
35 H -0.143 -0.321 -4.013  C13 1.120
36 H 0.067 -5.435 -5.752  C16 1.113
37 H 1.659 -7.538 -5.279  C17 1.118
38 H 2.560 -7.963 -2.972  C18 1.121
39 H 1.956 -6.347 -0.981  C19 1.112
40 H -0.620 -4.286 -0.981  N21 1.032
41 C -2.492 0.653 3.023  C42 1.526, H47 1.090, H48 1.092, H49 1.094
42 C -1.578 -0.308 2.269  C41 1.526, C43 1.540, N46 1.466, H50 1.095
43 C -0.318 -0.708 3.058  C42 1.540, O44 1.421, H51 1.095, H52 1.098
44 O 0.690 0.292 3.104  C43 1.421, C45 1.417
45 C 0.482 1.296 4.082  O44 1.417, H53 1.094, H54 1.092, H55 1.092
46 N -1.236 0.282 0.970  C42 1.466, H56 1.018, H57 1.019
47 H -2.114 1.675 3.027  C41 1.090
48 H -3.478 0.684 2.554  C41 1.092
49 H -2.628 0.334 4.060  C41 1.094
50 H -2.152 -1.223 2.087  C42 1.095
51 H 0.141 -1.562 2.550  C43 1.095
52 H -0.569 -1.049 4.071  C43 1.098
53 H 0.004 0.901 4.983  C45 1.094
54 H -0.109 2.115 3.666  C45 1.092
55 H 1.457 1.703 4.358  C45 1.092
56 H -0.709 -0.402 0.431  N46 1.018
57 H -0.561 1.025 1.145  N46 1.019
58 C -5.318 6.452 3.746  C59 1.526, H64 1.091, H65 1.092, H66 1.093
59 C -5.609 4.961 3.882  C58 1.526, C60 1.540, N63 1.467, H67 1.095
60 C -4.356 4.112 4.171  C59 1.540, O61 1.420, H68 1.095, H69 1.098
61 O -3.519 3.896 3.044  C60 1.420, C62 1.417
62 C -2.639 4.966 2.749  O61 1.417, H70 1.094, H71 1.092, H72 1.092
63 N -6.307 4.502 2.676  C59 1.467, H73 1.018, H74 1.019
64 H -4.868 6.705 2.785  C58 1.091
65 H -6.244 7.026 3.822  C58 1.092
66 H -4.649 6.797 4.539  C58 1.093
67 H -6.285 4.841 4.735  C59 1.095
68 H -4.689 3.116 4.483  C60 1.095
69 H -3.777 4.522 5.009  C60 1.098
70 H -2.291 5.474 3.653  C62 1.094
71 H -3.120 5.678 2.075  C62 1.092
72 H -1.773 4.554 2.227  C62 1.092
73 H -6.588 3.533 2.810  N63 1.018
74 H -5.617 4.452 1.927  N63 1.019

These are the Löwdin partial charges, in e, on atoms 1 to 2: -0.082 -0.257

=====

A gas-phase ion, C3H5O3S (charge -1) at a distorted geometry, computed with ωB97M-V/def2-TZVPD.

- SMILES = CCC(=O)OS[O-]
- spin multiplicity = 1
- M (g/mol) = 121.137
- net charge = -1
- orbital gap (eV) = 5.41
- HOMO level (eV) = -1.674
- energy relative to the best compared isomer or geometry (same formula, charge and spin) (kJ/mol) = 156.2
- lowest unoccupied orbital energy (eV) = 3.74

Last columns: bonded neighbours and bond lengths (Å).
Cartesian coordinates (Å):
1 C -1.320 1.170 0.103  C3 1.505, O4 1.201, O6 1.335
2 C -0.268 -0.962 0.640  C3 1.543, H8 1.106, H9 1.137, H10 1.123
3 C -1.096 -0.220 -0.430  C1 1.505, C2 1.543, H11 1.012, H12 1.144
4 O -2.159 1.835 -0.441  C1 1.201
5 O -1.053 3.415 3.017  S7 1.524
6 O -0.559 1.573 1.123  C1 1.335, S7 1.715
7 S -0.486 3.214 1.616  O5 1.524, O6 1.715
8 H 0.522 -0.235 0.911  C2 1.106
9 H 0.270 -1.786 0.071  C2 1.137
10 H -0.882 -1.354 1.494  C2 1.123
11 H -2.062 -0.489 -0.567  C3 1.012
12 H -0.565 -0.353 -1.434  C3 1.144

These are the natural (NBO) partial charges, in e, on atoms 1 to 2: 0.786 -0.620